Model A:
# C28H41AsBrN2O3S4ScSi3

C28H41AsBrN2O3S4ScSi3 as an isolated structure (ωB97M-V/def2-TZVPD, the Open Molecules 2025 dataset).

E_HOMO, eV: -6.785
Gap between HOMO and LUMO, eV: 5.96
Molecular weight, g/mol: 865.96

```
84
Properties=species:S:1:pos:R:3:lowdin_charge:R:1
Sc -0.8635 -1.2297 0.1780 0.34
O -2.8086 2.2796 -1.9226 0.03
C -3.6374 2.6539 -0.9264 -0.26
C -4.4702 3.7493 -1.1436 -0.01
C -5.3506 4.1575 -0.1610 -0.09
C -5.4299 3.4704 1.0431 -0.09
C -4.6052 2.3789 1.2485 -0.05
C -3.6837 1.9693 0.2888 -0.10
C -2.7811 0.8058 0.6404 -0.41
O -2.0947 0.1876 -0.4048 -0.32
N -1.7472 1.3287 1.5652 0.04
N -0.7923 0.4292 1.8862 -0.08
C -0.1299 0.5773 2.9741 -0.16
C 0.9570 -0.3035 3.3540 -0.59
Br 1.4164 -1.6233 2.0694 0.89
C 1.6461 -0.2461 4.5000 -0.08
C 1.3396 0.6348 5.6364 -0.23
C 2.3822 1.3043 6.2770 -0.03
C 2.1259 2.1413 7.3488 -0.08
C 0.8261 2.3054 7.8077 -0.08
C -0.2132 1.6206 7.1962 -0.07
C 0.0405 0.7862 6.1192 -0.05
H -2.3812 1.4425 -1.6304 0.06
H -4.4123 4.2581 -2.0954 0.12
H -5.9918 5.0102 -0.3421 0.10
H -6.1369 3.7712 1.8026 0.10
H -4.6834 1.8113 2.1697 0.12
H -3.3915 0.0478 1.1614 0.09
H -2.1035 1.8984 2.3274 0.14
H -0.3529 1.4016 3.6484 0.14
H 2.5047 -0.8970 4.6133 0.11
H 3.3964 1.1722 5.9241 0.12
H 2.9412 2.6635 7.8297 0.11
H 0.6264 2.9529 8.6501 0.10
H -1.2243 1.7246 7.5657 0.11
H -0.7670 0.2180 5.6755 0.12
O -4.1437 -7.3151 1.1303 -0.06
C -3.5213 -6.2940 1.0439 -1.02
S -2.0935 -6.0892 0.0113 0.95
C -1.7493 -4.4334 0.4643 -1.14
C -2.5678 -3.8550 1.3573 -1.14
S -2.4033 -2.2215 1.9658 0.55
S -3.8884 -4.8276 1.9709 0.96
S -0.3492 -3.6666 -0.2698 0.47
C -1.2040 0.6427 -4.0186 -0.21
Si 0.4108 1.1245 -3.1890 0.32
C 0.3115 2.6204 -2.0532 -0.21
C 1.6376 1.5137 -4.5585 -0.20
As 0.9915 -0.7173 -1.8067 0.81
Si 3.2007 -0.1830 -1.1050 0.29
C 3.0615 1.2110 0.1506 -0.21
C 4.0061 -1.7334 -0.4038 -0.23
C 4.2885 0.4475 -2.5027 -0.21
Si 1.2098 -2.4969 -3.3968 0.30
C 2.0907 -1.8910 -4.9486 -0.21
C 2.2639 -3.8731 -2.6851 -0.22
C -0.5232 -3.0062 -3.8898 -0.22
H -1.8081 1.5263 -4.2146 0.03
H -1.8099 -0.0460 -3.4277 0.03
H -0.9907 0.1600 -4.9740 0.03
H -0.3863 3.3545 -2.4560 0.04
H 1.2936 3.0895 -1.9734 0.02
H -0.0329 2.3694 -1.0491 0.02
H 1.1866 2.3346 -5.1239 0.04
H 1.7984 0.6892 -5.2521 0.00
H 2.6025 1.8593 -4.1973 0.01
H 2.3830 0.9834 0.9690 -0.01
H 2.7092 2.1224 -0.3325 0.02
H 4.0445 1.4205 0.5764 0.04
H 3.2955 -2.4696 -0.0371 -0.01
H 4.6700 -1.4660 0.4196 0.03
H 4.6084 -2.2205 -1.1703 0.03
H 4.0757 1.4894 -2.7346 0.02
H 4.2029 -0.1330 -3.4197 0.01
H 5.3280 0.3912 -2.1732 0.04
H 2.9761 -1.2892 -4.7475 0.01
H 1.4287 -1.3219 -5.6004 0.02
H 2.4166 -2.7732 -5.5032 0.04
H 3.3199 -3.6231 -2.7878 0.02
H 2.0795 -4.7766 -3.2694 0.04
H 2.0516 -4.1114 -1.6476 -0.02
H -0.9328 -2.2952 -4.6086 0.02
H -1.1973 -3.0864 -3.0379 0.00
H -0.4918 -3.9864 -4.3682 0.04
```

=====

Model B:
# C28H41AsBrN2O3S4ScSi3

C28H41AsBrN2O3S4ScSi3 as an isolated structure (ωB97M-V/def2-TZVPD, the Open Molecules 2025 dataset).

E_HOMO, eV: -6.687
Gap between HOMO and LUMO, eV: 6.25
Molecular weight, g/mol: 865.96

```
84
Properties=species:S:1:pos:R:3:lowdin_charge:R:1
Sc -1.2005 0.0718 -1.1208 0.34
O -2.3498 -1.3282 -2.5534 -0.08
C -1.8082 -1.4745 -3.8238 -0.27
C -2.6028 -1.3619 -4.9445 0.00
C -2.0249 -1.4912 -6.2003 -0.07
C -0.6647 -1.7213 -6.3216 -0.08
C 0.1156 -1.8195 -5.1759 -0.02
C -0.4413 -1.7036 -3.9124 -0.11
C 0.4233 -1.7501 -2.6684 -0.37
O 0.3952 -0.5622 -1.9715 -0.32
N -0.0097 -2.8418 -1.7652 0.03
N -0.6160 -2.4741 -0.6268 -0.03
C -0.6862 -3.3113 0.3332 -0.20
C -1.3757 -2.9998 1.5811 -0.62
Br -2.6107 -1.5702 1.4546 0.84
C -1.2528 -3.6425 2.7418 -0.10
C -0.2893 -4.7103 3.0689 -0.21
C -0.6544 -5.6515 4.0335 -0.04
C 0.2038 -6.6789 4.3877 -0.08
C 1.4561 -6.7739 3.7952 -0.08
C 1.8457 -5.8268 2.8591 -0.07
C 0.9836 -4.8005 2.5010 -0.05
H -3.2871 -1.0962 -2.6011 0.10
H -3.6608 -1.1503 -4.8401 0.13
H -2.6447 -1.3978 -7.0820 0.11
H -0.2108 -1.8129 -7.2987 0.10
H 1.1843 -1.9842 -5.2597 0.12
H 1.4419 -2.0119 -2.9820 0.15
H 0.5518 -3.6819 -1.7421 0.14
H -0.2448 -4.3031 0.2420 0.13
H -1.9407 -3.3737 3.5352 0.11
H -1.6297 -5.5774 4.5003 0.11
H -0.1025 -7.4036 5.1307 0.11
H 2.1312 -7.5720 4.0750 0.10
H 2.8321 -5.8758 2.4159 0.11
H 1.3261 -4.0384 1.8130 0.09
O -5.4380 5.6125 -2.1918 -0.07
C -4.7970 4.6000 -2.0965 -1.02
S -5.0839 3.3590 -0.8641 0.95
C -3.7519 2.3108 -1.3103 -1.14
C -2.9629 2.7129 -2.3157 -1.15
S -1.5568 1.8561 -2.9173 0.58
S -3.3684 4.2367 -3.0822 0.95
S -3.5450 0.8139 -0.4153 0.43
C -0.1781 0.6715 3.5896 -0.22
Si 1.2146 0.6373 2.3530 0.28
C 1.6964 -1.1259 1.9529 -0.20
C 2.6986 1.5021 3.0675 -0.21
As 0.3853 1.6267 0.3768 0.86
Si 2.3655 2.1030 -0.8311 0.29
C 3.4162 0.5675 -0.7774 -0.20
C 1.9284 2.5275 -2.5771 -0.22
C 3.2917 3.5167 -0.0484 -0.21
Si -0.4505 3.7267 1.1027 0.30
C 0.7081 4.5324 2.3228 -0.21
C -0.5941 4.7507 -0.4388 -0.20
C -2.0990 3.4265 1.8946 -0.21
H -0.0405 -0.1191 4.3327 0.04
H -1.1464 0.5211 3.1082 0.00
H -0.2116 1.6289 4.1159 0.03
H 1.5009 -1.7692 2.8158 0.03
H 2.7581 -1.1960 1.7075 0.03
H 1.1338 -1.5111 1.1016 0.00
H 2.9962 0.9634 3.9730 0.04
H 2.4905 2.5365 3.3408 0.02
H 3.5452 1.4894 2.3785 0.02
H 2.8385 -0.2878 -1.1343 0.02
H 3.7738 0.3502 0.2309 0.01
H 4.2877 0.7012 -1.4246 0.04
H 1.4796 1.6664 -3.0751 0.01
H 2.8334 2.8207 -3.1184 0.04
H 1.2057 3.3429 -2.6313 0.02
H 3.4912 3.3541 1.0108 0.01
H 2.7554 4.4620 -0.1562 0.03
H 4.2540 3.6160 -0.5610 0.04
H 1.7544 4.3180 2.1146 0.00
H 0.4868 4.2152 3.3445 0.03
H 0.5744 5.6168 2.2688 0.04
H 0.3655 5.2013 -0.7072 0.03
H -1.3199 5.5559 -0.2946 0.05
H -0.9289 4.1406 -1.2804 -0.02
H -1.9918 3.0994 2.9309 0.03
H -2.6650 2.6681 1.3514 -0.03
H -2.6825 4.3518 1.8850 0.04
```

=====

Most stable: model B

=====

Model A:
# C10H13N2O2P

The molecule C10H13N2O2P (ωB97M-V/def2-TZVPD, the Open Molecules 2025 dataset).

E_HOMO (spin up / spin down), eV: -8.058 / -8.057
Gap between HOMO and LUMO (spin up / spin down), eV: 6.37 / 6.37
Molecular weight, g/mol: 224.20

```
28
Properties=species:S:1:pos:R:3:nbo_charge:R:1
C 3.7244 1.3740 -0.1257 -0.17
C 3.8661 -0.0584 -0.0797 -0.20
C 2.4866 1.9330 -0.1699 -0.22
C 2.7594 -0.8528 -0.0004 -0.19
C 1.3076 1.1395 0.0759 -0.15
C 1.4512 -0.2475 0.1022 -0.43
C -2.4531 0.4986 -0.2297 0.63
C -1.6009 -0.4393 -1.3142 -0.34
C -2.1440 1.8549 1.6410 -0.43
C -1.9722 -2.6688 -0.5248 -0.45
N -1.5979 1.2406 0.4352 -0.71
N -1.0225 -1.5161 -0.6505 -0.71
O -3.6857 0.3955 -0.3304 -0.69
O 0.4268 -2.7082 1.1363 -0.99
P 0.1197 -1.4447 0.4975 2.07
H 4.6592 1.9435 -0.1794 0.22
H 4.9387 -0.4308 -0.2509 0.23
H 2.5109 3.0402 -0.2873 0.23
H 2.8387 -1.8485 0.1038 0.22
H 0.4311 1.8187 0.1408 0.30
H -2.3716 -0.7368 -2.1441 0.24
H -0.9325 0.3517 -1.7311 0.24
H -2.4381 1.1401 2.4727 0.18
H -1.4583 2.6161 1.9724 0.19
H -3.1333 2.4089 1.3001 0.19
H -2.9317 -2.1569 -0.1738 0.26
H -2.3042 -3.1021 -1.6197 0.22
H -1.4746 -3.5444 -0.0664 0.25
```

=====

Model B:
# C10H13N2O2P

The molecule C10H13N2O2P (ωB97M-V/def2-TZVPD, the Open Molecules 2025 dataset).

E_HOMO (spin up / spin down), eV: -7.581 / -8.483
Gap between HOMO and LUMO (spin up / spin down), eV: 7.00 / 8.28
Molecular weight, g/mol: 224.20

```
28
Properties=species:S:1:pos:R:3:nbo_charge:R:1
C -1.2937 0.1175 0.7271 -0.25
C -1.4747 0.8138 1.8478 -0.11
C -2.3376 0.2702 -0.3473 0.63
C 3.8744 -2.1318 0.4054 -0.33
C 2.8863 -1.3042 0.7143 -0.24
C 2.1827 -0.6544 -0.3332 -0.22
C 0.8803 -0.3783 -0.4588 -0.05
C 0.3161 0.5276 -1.5325 0.60
C 0.5829 0.1247 -2.9656 -0.71
C -0.2361 -0.8791 0.4598 -0.46
N -3.3079 2.0271 0.8119 -0.36
N -3.3562 1.0720 -0.0778 -0.40
O -2.2433 -0.3615 -1.4327 -0.64
O -0.1057 1.6610 -1.3660 -0.55
P -0.9134 1.2375 3.4455 0.34
H 4.3211 -2.7631 1.0603 0.19
H 4.2180 -2.0816 -0.6199 0.18
H 2.6272 -1.3679 1.7640 0.22
H 2.6086 -0.2225 -1.1725 0.21
H 1.7010 0.1003 -3.0898 0.22
H -0.0030 0.7408 -3.6428 0.24
H 0.2481 -0.8927 -3.0550 0.23
H 0.3222 -1.1045 1.4447 0.23
H -0.7010 -1.8651 0.0032 0.26
H -4.1976 2.0804 1.3280 0.32
H -4.1945 0.9367 -0.6236 0.40
H -2.0838 1.9592 3.9362 0.01
H -0.3203 2.3378 2.7692 0.03
```

=====

Most stable: model A

=====

Model A:
# C11H15N

A 2-piece molecular cluster, C11H15N overall (ωB97M-V/def2-TZVPD, the Open Molecules 2025 dataset).

2S+1: 2
Total charge: -1
E_HOMO (spin up / spin down), eV: 0.690 / -2.712
Expectation value of S²: 0.771
Gap between HOMO and LUMO (spin up / spin down), eV: 2.90 / 6.28
Molecular weight, g/mol: 161.25

```
27
Properties=species:S:1:pos:R:3:nbo_charge:R:1
C -0.1884 -3.1646 1.3268 -0.62
C 0.4152 -1.0984 0.0210 -0.14
C 0.6687 -2.4843 0.3061 -0.11
C 1.4544 -0.6537 -0.8483 0.17
C 1.9026 -2.7965 -0.2063 -0.19
C -0.7982 0.9613 -0.5651 -0.25
C 0.3609 1.4749 -1.1562 -0.34
C -0.7797 -0.2906 0.0524 -0.38
C 1.5097 0.6333 -1.3652 -0.43
N 2.3535 -1.6886 -0.9427 -0.55
H -1.6981 1.5727 -0.5975 0.18
H 0.3263 2.4350 -1.6607 0.17
H -1.7188 -0.7089 0.3806 0.17
H 2.3312 1.0128 -1.9651 0.18
H -0.4804 -4.1693 0.9813 0.19
H -1.0788 -2.6190 1.6295 0.21
H 2.6125 -3.6003 -0.1104 0.17
H 3.1961 -1.6183 -1.4841 0.38
H 0.3569 -3.3648 2.2530 0.19
C -2.5613 4.1219 0.5779 -0.62
C -2.8827 3.4034 1.9067 -0.61
H -2.8162 5.1756 0.7292 0.19
H -1.4958 4.0699 0.3637 0.22
H -3.1402 3.6563 -0.2118 0.21
H -3.1098 4.1129 2.7142 0.18
H -2.0424 2.8963 2.3632 0.22
H -3.6834 2.6919 1.8418 0.20
```

=====

Model B:
# C11H15N

A 2-piece molecular cluster, C11H15N overall (ωB97M-V/def2-TZVPD, the Open Molecules 2025 dataset).

2S+1: 2
Total charge: -1
E_HOMO (spin up / spin down), eV: 0.680 / -2.753
Expectation value of S²: 0.770
Gap between HOMO and LUMO (spin up / spin down), eV: 2.96 / 6.34
Molecular weight, g/mol: 161.25

```
27
Properties=species:S:1:pos:R:3:nbo_charge:R:1
C -0.3161 -2.4907 -2.6095 -0.62
C -1.6329 0.2608 -0.4429 0.13
C -0.5710 -0.3357 -1.1375 -0.08
C -1.0955 -1.4913 -1.7987 -0.11
C -2.4437 -1.5493 -1.5486 -0.18
C -0.1393 1.8644 0.5649 -0.33
C -1.4623 1.3321 0.4386 -0.42
C 0.9162 1.2577 -0.0873 -0.25
C 0.7798 0.1096 -0.8894 -0.43
N -2.7646 -0.4880 -0.6833 -0.55
H 0.0547 2.7160 1.2064 0.18
H -2.3135 1.7875 0.9459 0.17
H 1.8987 1.7432 -0.0455 0.17
H 1.6455 -0.3985 -1.2928 0.18
H -3.6684 -0.0574 -0.5941 0.38
H -3.2356 -2.2087 -1.8297 0.17
H 0.6816 -2.0874 -2.7689 0.21
H -0.8186 -2.7428 -3.5356 0.20
H -0.1474 -3.4195 -2.0456 0.19
C 3.8040 0.1632 3.7036 -0.61
C 3.0418 1.3723 3.1047 -0.62
H 3.1007 -0.6592 3.8578 0.21
H 4.5191 -0.2256 2.9839 0.20
H 4.2748 0.4506 4.6330 0.19
H 2.0789 1.1022 2.6611 0.24
H 3.6146 1.8363 2.3110 0.20
H 2.8376 2.0721 3.9171 0.19
```

=====

Most stable: model B